# 1
Computed, not measured: a molecular structure, C26H56BN3NbO9, with ωB97M-V/def2-TZVPD.

The frontier orbital gap is 7.130 eV. Its electronic energy is -1947.476345 Ha. As for the largest force on an atom: 1.3 eV Å⁻¹. The HOMO energy is -5.013 eV. As for the charge: -1.

The geometry in XYZ format:
```
96
Properties=species:S:1:pos:R:3:lowdin_charge:R:1
C 3.3328 -0.8114 1.8453 -0.201
C 2.6680 -1.6063 0.7037 -0.358
Nb 0.6521 -0.8730 0.0205 1.937
C 1.6691 1.1405 -0.2862 -0.299
C 1.4795 2.1942 0.8446 -0.283
C 0.2059 3.0368 0.5732 -0.171
C -0.6268 3.3904 1.8253 -0.127
N -1.9905 2.8748 1.7616 -0.116
C -2.8317 2.9120 0.6931 -0.118
C -4.0301 2.3231 1.0093 -0.088
C -3.8942 1.9105 2.3755 -0.122
C -2.6457 2.2587 2.8001 -0.128
C 0.0102 -3.0719 0.2523 -0.280
C -1.2909 -3.4345 -0.4673 -0.256
O -2.4009 -3.5847 0.4522 -0.065
C -3.4973 -2.9043 0.0643 -0.352
O -4.3201 -3.3820 -0.6724 0.064
C 1.1614 -1.5446 -2.1114 -0.181
B 2.1385 -0.5990 -2.8350 -0.815
O 1.6726 0.1961 -3.9136 0.073
O 3.4888 -0.4946 -2.5224 0.105
C -0.0782 -0.4129 2.1083 -0.244
C -1.1448 -1.2943 2.6840 -0.533
C -0.6773 -2.3556 3.6679 -0.065
N -2.3923 -1.1994 2.4425 0.116
O -1.2267 -0.2116 -0.6817 -0.227
C -1.2220 0.4137 -1.7875 -0.548
N -1.2186 1.1789 -2.6613 0.129
H 3.3541 0.2622 1.6809 0.029
H 4.3787 -1.1336 1.9403 0.059
H 2.8579 -1.0625 2.7936 0.045
H 3.3137 -1.5212 -0.1786 0.036
H 2.6032 -2.6715 0.9405 0.036
H 1.3286 1.6293 -1.2087 0.043
H 2.7433 0.9488 -0.3831 0.034
H 1.5359 1.8052 1.8602 0.060
H 2.3198 2.8966 0.7555 0.089
H -0.3919 2.5078 -0.1687 0.073
H 0.4735 3.9840 0.1009 0.094
H -0.6774 4.4744 1.9556 0.106
H -0.1695 2.9919 2.7307 0.113
H -2.4589 3.3573 -0.2177 0.116
H -4.8596 2.2000 0.3375 0.084
H -4.6764 1.3950 2.9095 0.088
H -2.2162 2.0918 3.7733 0.115
H 0.7920 -3.6256 -0.2774 0.022
H 0.0415 -3.4426 1.2785 0.037
H -1.1692 -4.4136 -0.9439 0.114
H -1.5406 -2.7475 -1.2789 0.090
H -3.6443 -1.8932 0.4585 0.122
H 1.6664 -2.5040 -1.9301 0.023
H 0.2684 -1.7805 -2.6963 0.050
H 1.3543 1.0584 -3.6275 0.067
H 3.7925 0.3427 -2.8886 0.094
H -0.5146 0.5943 2.0435 0.038
H 0.7503 -0.3340 2.8201 0.046
H -0.8054 -1.9732 4.6793 0.073
H 0.3722 -2.5815 3.4652 0.060
H -1.2328 -3.2799 3.5159 0.071
H -2.5315 -0.4151 1.7989 0.023
C 5.0348 3.2941 4.2791 -0.094
C 3.7672 2.9970 3.4978 -0.324
O 3.1643 1.7872 3.9534 -0.090
H 5.7411 2.4693 4.1793 0.076
H 5.5109 4.2098 3.9236 0.071
H 4.8148 3.4108 5.3436 0.069
H 3.9923 2.8602 2.4421 0.101
H 3.0503 3.8208 3.5889 0.111
H 2.9563 1.8989 4.8858 0.081
C -3.7780 -4.3831 -4.1433 -0.089
C -5.1801 -4.9230 -4.3363 -0.328
O -5.4827 -5.9375 -3.3820 -0.091
H -3.0436 -5.1856 -4.2277 0.075
H -3.5424 -3.6121 -4.8794 0.074
H -3.6723 -3.9493 -3.1470 0.053
H -5.2915 -5.3768 -5.3213 0.104
H -5.9139 -4.1139 -4.2498 0.107
H -5.3886 -5.5431 -2.5073 0.074
C -2.1091 8.0491 0.1981 -0.093
C -0.6011 7.9153 0.3089 -0.323
O -0.1835 6.5601 0.1891 -0.092
H -2.6003 7.4486 0.9644 0.076
H -2.4211 9.0889 0.3122 0.070
H -2.4578 7.6892 -0.7724 0.073
H -0.2585 8.2583 1.2843 0.109
H -0.1054 8.5210 -0.4582 0.106
H -0.4685 6.2379 -0.6720 0.082
C 2.7480 -5.4622 -4.8161 -0.093
C 2.9325 -4.7084 -3.5112 -0.314
O 1.9126 -5.0266 -2.5700 -0.086
H 1.7727 -5.2357 -5.2481 0.076
H 3.5223 -5.1939 -5.5372 0.070
H 2.7911 -6.5421 -4.6493 0.067
H 2.8708 -3.6345 -3.6788 0.104
H 3.9140 -4.9281 -3.0759 0.111
H 1.9539 -5.9704 -2.3909 0.079
```

# 2
Computed, not measured: 5 unconnected molecules or ions with the total composition C26H56ClN6O8, with ωB97M-V/def2-TZVPD.

The frontier orbital gap is 7.447 eV. Its electronic energy is -2414.613389 Ha. As for the largest force on an atom: 2.4 eV Å⁻¹. The HOMO energy is -11.086 eV. As for the charge: +1.

The geometry in XYZ format:
```
97
Properties=species:S:1:pos:R:3:lowdin_charge:R:1
C -0.8280 1.6620 1.7338 0.032
C 0.1990 0.9217 1.4915 -0.152
C 0.0982 -0.5793 1.6255 -0.124
C -0.7862 -1.1469 0.5139 -0.173
N -1.7434 -2.1939 1.0317 -0.295
Cl -3.4254 -1.7321 0.8220 0.869
C -1.5456 -3.6060 0.5442 -0.269
C -0.8579 -4.4644 1.6024 -0.119
C 0.4761 -3.9198 2.1229 -0.253
N 1.4837 -5.0161 2.1858 0.020
C -0.8873 -3.7190 -0.8222 -0.093
O 0.2599 -2.9014 -0.9202 -0.022
C -0.0038 -1.5310 -0.7844 -0.428
C -0.7990 -1.0750 -2.0336 -0.100
O -2.2051 -1.0880 -1.8192 -0.231
C -2.7497 0.2360 -1.9308 -0.075
O 1.1550 -0.7632 -0.7818 -0.040
C 2.3959 -1.4514 -0.6704 -0.111
C 2.9479 -1.9606 -2.0340 -0.378
C 4.2603 -1.2428 -2.3532 -0.027
O 2.0289 -1.7297 -3.0831 -0.025
H -0.7773 2.7381 1.6589 0.058
H -1.7424 1.1872 2.0599 0.078
H 1.1695 1.2930 1.2144 0.115
H -0.3487 -0.7582 2.6053 0.129
H 1.0760 -1.0369 1.6606 0.106
H -1.3926 -0.3094 0.2211 0.094
H -1.6429 -2.2233 2.0492 0.131
H -2.5290 -4.0411 0.4528 0.126
H -0.6824 -5.4517 1.1955 0.123
H -1.5216 -4.6077 2.4512 0.116
H 0.8965 -3.1548 1.4796 0.074
H 0.3675 -3.4813 3.1105 0.109
H 2.1748 -4.7578 2.8858 0.074
H 2.0068 -4.9525 1.3157 0.068
H -0.5274 -4.7343 -0.8881 0.146
H -1.5859 -3.5888 -1.6465 0.140
H -0.4136 -0.1304 -2.3942 0.139
H -0.5726 -1.7981 -2.8070 0.136
H -3.7917 0.2382 -1.6474 0.086
H -2.6151 0.5751 -2.9541 0.085
H -2.1775 0.9224 -1.3097 0.086
H 3.1060 -0.7040 -0.3318 0.124
H 2.4161 -2.2243 0.0921 0.114
H 3.0935 -3.0337 -1.9433 0.138
H 5.0361 -1.7026 -1.7539 0.091
H 4.1168 -0.2033 -2.0734 0.046
H 4.4485 -1.3680 -3.4102 0.087
H 2.2323 -0.8810 -3.5002 0.105
C 5.8675 3.5406 -1.8074 -0.003
C 4.4613 2.9992 -1.7534 -0.536
O 4.2237 1.8462 -1.4111 0.008
N 3.4509 3.8345 -2.0963 0.010
C 3.5336 5.2213 -2.5223 -0.068
H 6.5550 2.7565 -1.5057 0.084
H 6.1181 3.8534 -2.8215 0.088
H 5.9789 4.3839 -1.1253 0.089
H 2.5390 3.4087 -2.0347 0.136
H 2.9659 5.8467 -1.8323 0.087
H 3.1009 5.3212 -3.5189 0.081
H 4.5615 5.5649 -2.5475 0.074
C -3.1170 4.5622 0.0178 -0.018
C -2.5323 5.2112 1.2494 -0.552
O -1.3342 5.1709 1.5005 0.009
N -3.3849 5.8504 2.0886 0.008
C -4.8232 6.0056 1.9635 -0.072
H -2.3197 4.0941 -0.5507 0.068
H -3.8404 3.7956 0.3024 0.083
H -3.5990 5.3045 -0.6174 0.084
H -2.9288 6.2598 2.8896 0.141
H -5.0723 7.0669 1.9283 0.085
H -5.3132 5.5631 2.8323 0.083
H -5.1941 5.5256 1.0646 0.072
C 0.9570 -5.5633 7.7870 -0.006
C 0.3821 -5.0047 6.5102 -0.554
O 0.3875 -3.8063 6.2588 0.014
N -0.1540 -5.8763 5.6187 0.004
C -0.2624 -7.3222 5.7093 -0.068
H 1.3423 -4.7424 8.3837 0.085
H 0.1860 -6.0796 8.3598 0.088
H 1.7747 -6.2512 7.5694 0.087
H -0.5128 -5.4212 4.7951 0.114
H 0.2670 -7.7778 4.8712 0.083
H -1.3128 -7.6120 5.6524 0.083
H 0.1573 -7.6915 6.6382 0.075
C -1.2435 5.1014 -4.6378 -0.006
C -2.3790 4.1770 -4.2704 -0.548
O -3.0960 4.3852 -3.3035 0.024
N -2.5861 3.0893 -5.0608 0.003
C -1.8466 2.6800 -6.2425 -0.072
H -1.2097 5.9138 -3.9183 0.084
H -0.2916 4.5688 -4.6092 0.079
H -1.3980 5.5218 -5.6319 0.088
H -3.3618 2.5187 -4.7621 0.132
H -2.5223 2.6372 -7.0975 0.086
H -1.4259 1.6854 -6.0834 0.079
H -1.0420 3.3728 -6.4626 0.073
```